# 1
38
Properties=species:S:1:pos:R:3:nbo_charge:R:1 method="wB97M-V/def2-TZVPD" e_tot_ev=-30079.251 lumo_energy_ha=0.084 relative_energy_kcal_mol=39.2 total_charge=-1 gap_ev=9.2908 homo_energy_ev=-7.00
C 0.23 0.33 -0.20 1.00
O 0.57 0.41 -1.37 -0.80
O 1.11 -0.02 0.73 -0.75
O -1.00 0.43 0.05 -0.86
H 0.82 0.09 1.68 0.54
O -3.59 0.14 0.13 -1.00
H -3.89 0.52 -0.64 0.48
H -2.60 0.09 0.10 0.51
O -2.84 -2.49 0.34 -0.97
H -3.18 -1.61 0.33 0.50
H -3.47 -3.01 0.79 0.46
O 2.94 -0.98 -1.26 -0.97
H 3.00 -1.57 -0.48 0.46
H 2.09 -0.55 -1.17 0.48
O 2.00 2.05 -2.86 -0.97
H 1.92 2.88 -2.39 0.46
H 1.38 1.46 -2.44 0.49
O 0.23 -1.00 -3.88 -0.96
H 0.29 -0.61 -3.00 0.49
H 0.94 -1.63 -3.88 0.46
O -1.93 1.94 -1.96 -0.99
H -1.52 1.25 -1.46 0.49
H -1.32 2.31 -2.58 0.47
O -0.22 3.06 0.76 -0.96
H -0.37 3.09 1.65 0.46
H -0.65 2.27 0.47 0.49
O 0.86 0.12 3.66 -0.94
H 0.19 -0.55 3.65 0.49
H 1.64 -0.39 3.77 0.47
O -0.66 -1.93 2.71 -0.97
H -0.47 -2.75 3.19 0.47
H -1.17 -2.20 1.98 0.51
O 0.74 -2.91 0.22 -0.95
H 0.60 -2.45 -0.58 0.48
H 0.43 -2.34 0.91 0.47
O 2.65 2.21 1.09 -0.96
H 2.18 1.44 0.82 0.48
H 2.05 2.90 1.09 0.47

---

# 2
15
Properties=species:S:1:pos:R:3:nbo_charge:R:1 method="wB97M-V/def2-TZVPD" e_tot_ev=-9304.680 lumo_energy_ha=0.039 relative_energy_kcal_mol=39.5 smiles="NC(=O)CN1CC1" gap_ev=10.6023 homo_energy_ev=-9.54
N 1.80 0.03 -1.25 -0.83
C 1.49 -0.69 -0.14 0.66
O 1.88 -1.83 0.06 -0.61
C 0.61 0.05 0.87 -0.33
N -0.47 0.79 0.23 -0.42
C -1.79 0.54 0.78 -0.25
C -1.41 -0.02 -0.54 -0.27
H 2.33 -0.43 -1.98 0.40
H 1.39 0.93 -1.41 0.41
H 0.26 -0.71 1.58 0.20
H 1.24 0.76 1.42 0.22
H -1.86 -0.16 1.60 0.19
H -2.46 1.40 0.85 0.21
H -1.23 -1.09 -0.60 0.20
H -1.77 0.44 -1.45 0.20

---

# 3
15
Properties=species:S:1:pos:R:3:nbo_charge:R:1 method="wB97M-V/def2-TZVPD" e_tot_ev=-7826.884 lumo_energy_ha=0.026 relative_energy_kcal_mol=125.4 gap_ev=9.1657 homo_energy_ev=-8.46
C -0.58 0.06 0.00 0.39
C -1.51 0.18 1.14 -0.69
C -0.49 -1.36 -0.58 -0.68
C 1.26 1.18 -1.23 -0.39
N 0.10 1.09 -0.35 -0.10
O -0.51 2.58 0.26 -0.63
H -1.81 1.26 1.22 0.31
H -0.88 -0.12 1.96 0.24
H -2.28 -0.55 1.05 0.21
H 0.21 -1.93 0.05 0.25
H -1.59 -1.56 -0.72 0.25
H -0.04 -1.16 -1.54 0.22
H 2.08 1.29 -0.63 0.22
H 1.28 0.19 -1.72 0.18
H 1.18 1.88 -1.98 0.23

---

# 4
119
Properties=species:S:1:pos:R:3:lowdin_charge:R:1 method="wB97M-V/def2-TZVPD" e_tot_ev=-229539.539 lumo_energy_ha=0.141 relative_energy_kcal_mol=4.7 total_charge=-2 gap_ev=6.1406 homo_energy_ev=-2.30
Cu -0.89 -0.18 -0.18 0.12
Cl -1.14 2.98 4.27 -0.21
Ge -1.65 3.35 1.95 -0.01
Cl -3.92 3.03 2.11 -0.17
Cl -1.74 5.72 2.05 -0.24
Te -0.72 0.10 2.86 0.93
C -1.17 -0.38 4.87 -0.99
C -2.44 -0.66 5.29 -0.25
C -2.53 -0.81 6.71 -0.20
C -1.33 -0.64 7.33 -0.44
S -0.09 -0.30 6.20 0.93
H -3.28 -0.73 4.61 0.10
H -3.46 -1.04 7.23 0.09
H -1.10 -0.71 8.38 0.05
C 4.17 -5.69 6.12 -0.07
C 3.15 -4.82 5.42 -0.29
C 3.41 -3.49 5.13 -0.04
C 2.47 -2.69 4.47 -0.30
C 2.84 -1.23 4.32 -0.09
C 1.24 -3.21 4.04 -0.24
Te -0.21 -2.52 2.24 1.48
N -1.25 -1.87 0.41 -0.35
C -2.35 -2.61 0.20 -0.66
O -2.63 -3.76 0.64 -0.10
C -3.39 -1.98 -0.69 -0.17
C -3.91 -2.67 -1.78 -0.04
C -4.89 -2.08 -2.58 -0.11
C -5.37 -0.81 -2.29 -0.12
C -4.86 -0.12 -1.19 -0.09
C -3.87 -0.70 -0.40 -0.04
C 1.43 -2.76 0.86 -0.28
C 2.25 -1.76 0.29 -0.26
C 2.32 -0.32 0.71 -0.09
C 3.05 -2.11 -0.81 -0.02
C 3.07 -3.38 -1.35 -0.28
C 3.92 -3.70 -2.55 -0.06
C 2.28 -4.35 -0.75 -0.03
C 1.47 -4.07 0.33 -0.28
C 0.63 -5.20 0.90 -0.08
C 0.95 -4.54 4.43 -0.33
C -0.43 -5.19 4.29 -0.10
C 1.90 -5.32 5.09 -0.05
H 5.12 -5.16 6.25 0.06
H 4.37 -6.60 5.55 0.07
H 3.82 -6.00 7.11 0.07
H 4.36 -3.05 5.44 0.11
H 3.23 -0.85 5.27 0.07
H 1.98 -0.63 4.06 0.00
H 3.62 -1.08 3.57 0.08
H -3.54 -3.66 -2.00 0.11
H -5.28 -2.63 -3.44 0.09
H -6.14 -0.36 -2.91 0.09
H -5.23 0.87 -0.95 0.10
H -3.47 -0.15 0.44 0.09
H 2.08 -0.17 1.74 0.00
H 1.61 0.28 0.12 0.03
H 3.32 0.08 0.53 0.08
H 3.65 -1.33 -1.26 0.11
H 4.32 -2.79 -3.01 0.07
H 3.35 -4.24 -3.31 0.07
H 4.77 -4.34 -2.27 0.07
H 2.29 -5.37 -1.15 0.11
H 0.86 -6.13 0.40 0.07
H -0.45 -4.99 0.79 0.06
H 0.83 -5.33 1.97 0.05
H -1.07 -4.72 3.55 0.01
H -0.95 -5.12 5.25 0.08
H -0.34 -6.25 4.04 0.07
H 1.65 -6.34 5.36 0.11
N -0.53 1.51 -0.73 -0.28
P -0.24 2.39 -1.91 0.52
N 1.20 3.33 -1.90 -0.20
C 2.43 2.62 -2.26 -0.23
C 3.56 3.62 -2.44 -0.20
C 3.80 4.40 -1.15 -0.22
C 2.49 5.07 -0.70 -0.19
C 1.37 4.04 -0.61 -0.23
N -1.38 3.62 -2.13 -0.20
C -1.13 5.02 -2.50 -0.23
C -2.31 5.56 -3.30 -0.19
C -3.59 5.59 -2.43 -0.20
C -3.54 4.50 -1.34 -0.20
C -2.78 3.28 -1.84 -0.22
N -0.09 1.65 -3.43 -0.21
C -0.48 0.24 -3.61 -0.21
C -1.61 0.12 -4.63 -0.18
C -1.13 0.61 -6.01 -0.20
C 0.00 1.65 -5.87 -0.19
C -0.21 2.50 -4.62 -0.24
H 2.26 2.05 -3.17 0.10
H 2.71 1.90 -1.47 0.11
H 3.28 4.32 -3.24 0.11
H 4.48 3.10 -2.76 0.10
H 4.59 5.14 -1.27 0.10
H 4.12 3.70 -0.37 0.11
H 2.21 5.85 -1.41 0.11
H 2.62 5.54 0.28 0.11
H 0.43 4.54 -0.34 0.07
H 1.58 3.33 0.20 0.11
H -0.21 5.09 -3.06 0.09
H -1.01 5.65 -1.60 0.11
H -2.46 4.89 -4.16 0.09
H -2.08 6.55 -3.70 0.10
H -4.46 5.45 -3.07 0.09
H -3.69 6.57 -1.96 0.10
H -4.55 4.21 -1.04 0.10
H -3.04 4.89 -0.45 0.05
H -3.29 2.88 -2.73 0.11
H -2.80 2.49 -1.09 0.07
H -0.79 -0.15 -2.64 0.06
H 0.37 -0.37 -3.93 0.11
H -2.44 0.74 -4.28 0.11
H -1.97 -0.91 -4.67 0.11
H -1.97 1.04 -6.56 0.10
H -0.76 -0.24 -6.60 0.10
H 0.03 2.30 -6.75 0.10
H 0.97 1.15 -5.79 0.11
H -1.20 2.98 -4.67 0.10
H 0.54 3.30 -4.56 0.10

---

# 5
11
Properties=species:S:1:pos:R:3:nbo_charge:R:1 method="wB97M-V/def2-TZVPD" e_tot_ev=-8773.890 lumo_energy_ha=0.009 relative_energy_kcal_mol=87.7 gap_ev=9.3885 homo_energy_ev=-9.15
N -1.05 -1.32 -0.89 -0.83
C 0.16 -1.03 -0.66 0.46
O 0.77 0.43 -0.84 -0.58
C 0.09 1.29 0.01 -0.19
C 0.11 0.47 1.28 0.45
O 0.22 -0.74 1.19 -0.44
H -1.13 -2.08 -1.55 0.37
H 1.05 -1.64 -0.73 0.16
H -0.94 1.49 -0.33 0.22
H 0.55 2.27 0.22 0.21
H 0.18 0.87 2.28 0.16

---

# 6
67
Properties=species:S:1:pos:R:3:mulliken_spin:R:1 method="wB97M-V/def2-TZVPD" e_tot_ev=-72120.934 multiplicity=2 s2=0.754 lumo_energy_ha="0.054 / 0.040" relative_energy_kcal_mol=13.7 total_charge=-1 gap_ev="7.0069 / 6.6479" homo_energy_ev="-5.55 / -5.55"
Ru 0.13 0.00 -0.04 0.94
O -3.65 -0.23 -1.41 0.02
C -2.45 -0.11 -1.24 -0.01
N -1.80 -0.02 -0.04 -0.02
C -2.49 0.12 1.14 0.00
O -3.70 0.28 1.26 0.04
C -1.57 0.01 2.27 0.03
C -2.02 0.14 3.59 0.00
C -1.16 -0.14 4.62 0.00
C 0.14 -0.57 4.31 -0.01
C 0.54 -0.62 2.99 0.01
N -0.27 -0.30 1.98 -0.03
C -1.49 -0.07 -2.35 0.00
C -1.94 -0.09 -3.67 0.00
C -1.03 -0.01 -4.70 0.00
C 0.34 0.07 -4.38 0.00
C 0.71 0.08 -3.05 0.00
N -0.16 0.04 -2.05 -0.02
H -3.04 0.44 3.74 0.00
H -1.48 -0.05 5.65 0.00
H 0.82 -0.86 5.09 0.00
H 1.54 -0.92 2.72 0.00
H -3.00 -0.18 -3.83 0.00
H -1.36 -0.02 -5.73 0.00
H 1.08 0.12 -5.15 0.00
H 1.76 0.14 -2.79 0.00
N 2.16 6.06 -4.83 0.00
C 1.57 5.36 -3.80 0.00
C 0.98 4.12 -4.03 0.00
C 0.30 3.48 -3.02 0.00
C 0.21 4.05 -1.77 0.00
C 0.81 5.27 -1.51 0.00
C 1.49 5.92 -2.52 0.00
S -0.75 3.20 -0.54 0.01
O -1.16 4.11 0.49 0.00
O -1.76 2.47 -1.25 0.00
N 0.26 2.03 0.11 -0.02
C 1.24 2.48 0.90 0.01
N 1.64 3.75 0.84 0.01
C 2.66 4.10 1.60 0.00
C 3.33 3.20 2.42 0.01
C 2.83 1.90 2.42 0.00
N 1.80 1.54 1.69 0.01
H 2.43 5.53 -5.64 0.00
H 2.79 6.80 -4.58 0.00
H 1.04 3.68 -5.02 0.00
H -0.20 2.54 -3.20 0.00
H 0.72 5.69 -0.52 0.00
H 1.95 6.88 -2.33 0.00
H 2.97 5.13 1.52 0.00
H 4.17 3.50 3.02 0.00
H 3.28 1.12 3.03 0.00
O 6.60 -2.51 0.20 0.00
C 6.38 -1.31 0.10 0.00
O 7.08 -0.30 0.12 0.00
C 4.86 -0.98 -0.09 0.00
C 4.48 0.34 -0.47 0.00
C 3.15 0.63 -0.58 0.00
N 2.17 -0.26 -0.33 0.01
C 2.55 -1.56 -0.06 -0.01
C 3.88 -1.93 0.09 0.00
C 1.43 -2.55 0.00 0.00
O 1.66 -3.74 0.15 0.00
O 0.26 -2.03 -0.15 0.02
H 5.24 1.07 -0.67 0.00
H 2.83 1.62 -0.90 0.00
H 4.11 -2.96 0.32 0.00

---

# 7
21
Properties=species:S:1:pos:R:3:mulliken_spin:R:1 method="wB97M-V/def2-TZVPD" e_tot_ev=-96222.437 multiplicity=5 s2=6.025 lumo_energy_ha="-0.738 / -0.708" relative_energy_kcal_mol=25.1 total_charge=+4 gap_ev="2.9212 / 3.7455" homo_energy_ev="-23.00 / -23.00"
V 1.94 2.51 -2.00 2.03
Tm 0.87 0.39 -0.02 2.01
Cl 2.55 0.24 -1.86 -0.03
Cl 0.94 2.92 0.06 -0.01
C 1.84 -0.52 1.93 0.00
C 2.34 2.61 -3.82 -0.09
C 3.48 3.44 -1.60 -0.13
O 2.35 -0.99 2.86 0.00
O 2.65 2.54 -4.94 0.09
O 4.46 4.04 -1.36 0.15
C -2.98 -2.27 1.37 0.00
C -2.20 -2.66 0.28 0.00
C -1.21 -1.81 -0.19 0.00
N -1.00 -0.62 0.46 0.00
C -1.72 -0.23 1.56 0.00
C -2.73 -1.06 2.03 0.00
H -3.80 -2.91 1.70 0.00
H -2.37 -3.61 -0.22 0.00
H -0.61 -2.01 -1.08 0.00
H -1.47 0.75 1.98 0.00
H -3.32 -0.74 2.88 0.00

---

# 8
10
Properties=species:S:1:pos:R:3:nbo_charge:R:1 method="wB97M-V/def2-TZVPD" e_tot_ev=-39055.312 lumo_energy_ha=-0.028 relative_energy_kcal_mol=1.5 smiles="CC(=S)C(Cl)Cl" gap_ev=8.3985 homo_energy_ev=-9.16
C 0.99 -0.76 0.27 -0.72
C 0.29 0.51 -0.03 -0.09
S 1.13 1.90 -0.03 0.08
C -1.15 0.57 -0.29 -0.27
Cl -1.97 -0.16 1.15 -0.03
Cl -1.44 -0.41 -1.70 0.02
H 1.87 -0.81 -0.40 0.26
H 0.35 -1.67 0.17 0.24
H 1.41 -0.71 1.33 0.26
H -1.49 1.55 -0.47 0.25

---

# 9
13
Properties=species:S:1:pos:R:3:nbo_charge:R:1 method="wB97M-V/def2-TZVPD" e_tot_ev=-8245.812 lumo_energy_ha=-0.121 relative_energy_kcal_mol=7.5 total_charge=+1 gap_ev=11.3243 homo_energy_ev=-14.60
C -0.51 1.61 -0.52 -0.04
C -1.43 1.17 0.38 -0.05
N -1.22 -0.20 0.46 -0.47
C -0.34 -0.61 -0.46 0.29
N 0.10 0.50 -1.05 -0.45
H -0.32 2.60 -0.89 0.26
H -1.99 1.67 1.14 0.26
H -2.02 -0.76 0.70 0.45
H 0.00 -1.62 -0.59 0.28
H 0.92 0.46 -1.64 0.46
H 2.95 -1.36 0.56 0.49
H 1.85 -1.96 1.37 0.49
O 2.01 -1.49 0.56 -0.97

---

# 10
9
Properties=species:S:1:pos:R:3:nbo_charge:R:1 method="wB97M-V/def2-TZVPD" e_tot_ev=-16434.602 lumo_energy_ha="-0.050 / -0.050" relative_energy_kcal_mol=88.7 gap_ev="8.1759 / 8.1758" homo_energy_ev="-9.54 / -9.54"
C 1.47 1.02 -0.06 0.31
C -0.16 -0.27 -0.30 0.09
N 1.88 -0.05 0.36 -0.27
N 0.85 -0.92 0.19 -0.28
O 0.16 1.03 -0.51 -0.42
P -1.80 -0.77 -0.66 0.38
H 1.99 1.93 0.01 0.20
H -2.60 0.24 1.15 -0.04
H -1.80 -2.21 -0.18 0.03

---

# 11
15
Properties=species:S:1:pos:R:3:mulliken_spin:R:1 method="wB97M-V/def2-TZVPD" e_tot_ev=-15133.581 multiplicity=2 s2=0.754 lumo_energy_ha="-0.194 / -0.339" relative_energy_kcal_mol=55.0 total_charge=+1 gap_ev="6.8892 / 2.9437" homo_energy_ev="-12.18 / -12.18"
C -2.83 1.72 0.13 0.00
C -2.42 1.05 1.31 0.00
H -2.24 1.66 -0.74 0.00
H -3.58 2.56 0.02 0.00
H -1.69 0.19 1.37 0.00
H -2.71 1.35 2.33 0.00
C 1.06 -1.03 0.15 0.01
C 1.80 -0.54 -1.08 -0.06
S 3.51 -0.99 -1.52 0.97
H 0.24 -1.73 -0.15 0.00
H 0.68 -0.24 0.90 0.00
H 1.63 -1.65 0.85 -0.01
H 1.24 -0.78 -1.93 0.06
H 2.02 0.52 -1.09 0.04
H 3.28 -2.10 -0.55 -0.02

---

# 12
18
Properties=species:S:1:pos:R:3:mulliken_spin:R:1 method="wB97M-V/def2-TZVPD" e_tot_ev=-35116.540 multiplicity=6 s2=8.755 lumo_energy_ha="-0.285 / -0.282" total_charge=+2 gap_ev="7.4758 / 9.3364" homo_energy_ev="-15.24 / -17.02"
O -0.64 -1.38 0.38 0.00
C -0.90 -0.07 0.62 0.00
C -0.83 0.77 -0.65 0.00
O -2.22 1.01 -1.01 0.00
C -2.96 0.65 -0.03 0.00
O -2.39 0.07 0.95 0.00
O -4.22 0.76 -0.15 0.00
H -0.60 -1.89 1.20 0.00
H -0.43 0.36 1.51 0.00
H -0.37 0.23 -1.48 0.00
H -0.36 1.74 -0.50 0.00
H -4.72 0.25 0.50 0.00
O 3.42 0.57 -1.38 0.00
C 3.47 -0.39 -0.46 -0.01
O 2.66 -0.39 0.52 0.00
O 4.36 -1.27 -0.57 -0.01
Pm 4.01 -2.24 1.69 5.02
H 2.73 1.21 -1.14 0.00

---

# 13
13
Properties=species:S:1:pos:R:3:nbo_charge:R:1 method="wB97M-V/def2-TZVPD" e_tot_ev=-94410.118 lumo_energy_ha=-0.011 relative_energy_kcal_mol=47.5 smiles="C#CCC[P@@H](=S)Br" gap_ev=9.0404 homo_energy_ev=-9.34
C -0.48 -2.19 -0.86 -0.24
C -0.12 -1.36 -0.09 -0.01
C 0.39 -0.29 0.82 -0.50
C 0.45 0.98 0.09 -0.68
P -1.21 1.97 0.30 0.87
S -1.42 3.25 1.71 -0.47
Br -1.71 2.90 -1.77 -0.21
H -0.68 -2.91 -1.59 0.24
H -0.30 -0.24 1.67 0.24
H 1.41 -0.64 1.17 0.26
H 1.20 1.60 0.68 0.26
H 0.55 0.69 -0.99 0.27
H -2.04 0.80 0.54 -0.02